# CH3ClINO

A 2-piece molecular cluster, CH3ClINO overall at a distorted geometry (wB97M-V/def2-TZVPD, OMol25).

Lowest unoccupied orbital energy (spin up / spin down) = 0.0 / -3.5 eV
Net charge = 0
DFT total energy = -25241.3041 eV

Positions of all 8 atoms, in Å:
C: 0.568 -0.417 -0.293
N: -0.179 0.357 1.841
O: 0.481 0.571 0.717
Cl: -0.619 1.759 2.666
I: -1.658 -0.459 -3.226
H: 1.584 -0.836 -0.382
H: 0.080 0.110 -1.238
H: -0.258 -1.086 -0.085

Formally, the Mulliken partial charges of the atoms, in units of the elementary charge, are as follows: atom 1 (C): -0.3280, atom 2 (N): -0.1008, atom 3 (O): -0.1005, atom 4 (Cl): -0.0465, atom 5 (I): 0.0576, atom 6 (H): 0.2444, atom 7 (H): -0.0814, atom 8 (H): 0.3552